18 unconnected molecules or ions with the total composition C10H52BClO21 in a non-equilibrium geometry, computed with wB97M-V/def2-TZVPD.

The geometry in XYZ format:
```
85
Properties=species:S:1:pos:R:3:forces:R:3:lowdin_charge:R:1
C -2.8033 -1.2005 -4.3544 0.31 -0.02 0.33 -0.118
C -1.2624 -0.8110 -4.7052 -1.10 0.69 0.76 -0.187
C -0.5998 -0.3148 -3.3017 -0.33 -0.23 -0.79 -0.181
O 0.5605 -1.1541 -2.9239 -0.91 0.60 2.27 -0.051
B 0.5965 -1.0159 -1.4644 0.09 0.64 -1.72 -0.350
C 0.8812 0.4853 -0.8407 0.05 -0.62 -0.22 -0.100
C -0.4726 1.1227 -0.2628 -0.10 0.47 0.26 -0.198
C -0.3234 2.6676 0.2012 -1.59 -0.12 -0.29 -0.147
C -0.7019 3.6713 -1.0265 -0.42 -1.34 0.97 -0.177
O 0.4545 4.5369 -1.2329 -0.88 1.39 -2.48 -0.111
C 0.4405 5.1589 -2.5075 0.39 -2.43 -2.44 -0.239
O 0.4475 4.5012 -3.5856 -0.22 2.73 4.36 0.011
C 0.3964 -2.3594 -0.5683 0.07 -0.85 1.56 -0.056
C -1.0166 -2.4729 0.1581 -2.78 1.96 -3.28 -0.621
O -2.0839 -2.0842 -0.3688 4.49 -1.82 2.65 0.006
Cl -1.0963 -3.2622 1.8422 0.26 0.44 -1.13 0.618
H -3.4979 -1.1755 -5.2675 1.14 -0.37 1.33 0.051
H -3.2497 -0.4567 -3.5872 0.83 -1.00 -1.28 0.074
H -2.7958 -2.2171 -3.8106 -0.24 1.44 -1.03 0.085
H -0.6762 -1.6739 -5.1628 -0.86 1.22 0.76 0.097
H -1.3205 0.0527 -5.4721 0.45 -1.34 1.30 0.106
H -1.3820 -0.4966 -2.4751 0.91 0.69 -1.37 0.097
H -0.2755 0.7896 -3.3640 -0.58 -1.61 0.23 0.131
H 1.3585 1.1000 -1.6910 -0.82 -0.69 1.43 0.095
H 1.6784 0.3613 -0.0082 -1.34 0.41 -1.11 0.124
H -1.3203 1.1262 -1.0498 1.45 -0.17 1.23 0.095
H -0.8588 0.4797 0.6142 0.71 1.12 -1.25 0.116
H 0.7010 2.9126 0.6452 -1.46 -0.31 -0.75 0.108
H -1.1541 2.8445 0.9855 1.65 -0.30 -1.02 0.100
H -1.6196 4.3200 -0.7539 1.58 -0.95 -0.44 0.122
H -0.9696 3.0508 -1.9563 0.65 1.10 1.24 0.122
H 0.4729 6.3135 -2.5050 0.08 -1.76 0.29 0.158
H 0.5456 -3.3420 -1.1461 -0.40 1.56 0.78 0.114
H 1.2072 -2.3495 0.2480 -1.20 -0.15 -1.06 0.117
O 3.4755 1.3707 -2.9720 0.17 0.04 -0.25 -0.043
H 3.7643 0.5296 -3.3481 -0.05 0.05 0.15 0.053
H 3.2052 1.8899 -3.7401 -0.04 0.01 0.17 0.049
O 0.3163 -1.3432 4.5334 -0.32 -0.02 0.22 -0.069
H -0.3945 -1.7565 4.0285 0.15 -0.01 0.00 -0.003
H -0.0766 -0.5201 4.8609 0.33 0.28 -0.30 0.023
O 1.0764 -2.3557 7.1036 0.14 0.32 0.18 -0.083
H 2.0391 -2.3150 7.0363 -0.22 -0.24 0.00 0.000
H 0.7670 -1.9139 6.2970 0.00 -0.26 -0.10 -0.021
O 0.1169 1.4880 3.2735 -0.16 0.24 -0.44 -0.063
H 0.8294 2.1061 3.0660 0.00 -0.11 0.16 0.002
H -0.4638 1.9883 3.8602 0.17 -0.15 0.08 0.031
O 0.9361 -1.0976 -6.9376 0.25 0.17 -0.29 -0.057
H 1.5600 -0.4756 -6.5435 -0.13 -0.12 0.05 0.040
H 1.0954 -1.0192 -7.8863 -0.03 -0.07 0.13 0.039
O 0.1886 1.6177 5.9840 -0.03 -0.27 0.33 -0.057
H 1.0452 2.0568 6.0418 -0.11 -0.12 -0.12 0.047
H 0.0391 1.2798 6.8773 -0.01 0.31 0.03 0.033
O 3.5648 -3.3525 5.7425 0.26 -0.06 -0.26 -0.045
H 3.8503 -4.1959 5.3703 -0.09 0.07 0.14 0.055
H 3.2924 -2.8370 4.9720 -0.03 0.02 0.15 0.056
O -4.9835 -1.2829 -7.2351 -0.45 -0.29 0.17 -0.082
H -5.9270 -1.3823 -7.4099 0.12 0.05 0.16 0.034
H -4.5615 -1.8584 -7.8902 0.07 0.40 0.06 0.005
O -3.0803 -6.0741 1.1478 0.24 -0.05 0.11 -0.075
H -2.4885 -5.3110 1.1814 -0.16 -0.04 -0.01 -0.046
H -2.6639 -6.7191 1.7321 -0.12 0.07 -0.09 0.033
O 1.7234 -4.9456 -0.4494 0.20 -0.55 0.17 -0.062
H 2.0442 -5.7988 -0.7684 -0.03 0.14 -0.02 0.052
H 1.4778 -5.1163 0.4690 -0.01 0.09 -0.10 0.043
O -3.5353 -1.4072 -9.4631 0.34 0.04 -0.70 -0.053
H -4.0236 -1.1733 -10.2621 0.02 -0.09 0.13 0.055
H -2.8461 -0.7342 -9.4049 -0.10 -0.11 0.17 0.057
O 2.7951 3.2365 3.2888 0.07 0.15 -0.19 -0.051
H 3.4308 3.8510 3.6751 -0.12 -0.11 0.00 0.044
H 2.9341 3.3242 2.3370 0.02 -0.06 0.11 0.042
O -3.5079 2.5580 -0.1797 -0.33 0.02 0.08 -0.043
H -4.2171 2.1465 -0.6905 0.12 0.02 0.02 0.060
H -3.9015 3.3769 0.1488 0.04 -0.08 -0.03 0.058
O 0.3399 2.6522 8.8171 0.18 -0.03 0.23 -0.051
H 1.1969 3.0921 8.8764 -0.14 -0.03 -0.03 0.043
H 0.1898 2.3120 9.7081 -0.03 0.01 -0.14 0.047
O -5.1366 1.5147 2.4218 0.06 -0.14 -0.23 -0.067
H -5.4625 0.6168 2.2852 0.03 0.13 0.09 0.037
H -4.4206 1.6045 1.7774 0.00 0.02 0.07 0.000
O 5.9889 2.6316 -1.1256 -0.20 0.20 -0.11 -0.069
H 6.1037 3.5653 -1.3385 0.04 -0.15 0.05 0.031
H 5.1612 2.3909 -1.5658 0.05 -0.12 -0.02 0.001
O 5.9959 -2.5753 7.7247 -0.18 0.04 0.00 -0.068
H 5.2835 -2.9904 7.2186 0.03 0.13 -0.04 -0.002
H 5.6031 -1.7577 8.0523 0.08 -0.14 -0.04 0.031
```
Forces are in eV/Å.

Its HOMO-LUMO gap is 0.345 Ha. For the total energy, the calculation gives -67407.898 eV. As for the max |F|: 0.107 hartree/bohr. The total charge is 0. The calculation puts the relative energy (zero: lowest compared OMol25 entry of this formula, charge and spin) at 78.9 kcal/mol.